[1]
# C14H46BO14

A 8-piece molecular cluster, C14H46BO14 overall (ωB97M-V with the def2-TZVPD basis set, the Open Molecules 2025 dataset).

Geometry as XYZ:
```
75
Properties=species:S:1:pos:R:3:forces:R:3:mulliken_charge:R:1
B -0.024303 -0.156940 -0.791915 0.4 -0.2 -0.2 2.64
H 0.582800 -0.519178 -1.710140 0.8 -0.4 -1.2 -0.35
H -0.030480 -1.022640 -0.018629 -0.1 -1.1 0.9 -0.18
H 0.408716 0.809339 -0.321370 0.4 1.2 0.6 -0.47
H -1.112040 -0.017473 -1.161787 -1.4 0.4 -0.3 -0.81
C -0.693557 2.618943 2.711126 -0.2 0.6 -0.1 0.23
C 0.062064 2.831219 4.009510 -0.1 0.9 -1.0 -0.47
O -0.627644 3.847879 4.746578 -0.1 -0.7 0.5 -0.57
O -2.017525 2.187232 3.024423 0.3 -0.4 -0.3 -0.59
H -0.155474 1.974210 2.014865 -0.1 -0.4 0.2 -0.02
H -0.782365 3.594564 2.219021 0.2 0.1 0.0 0.27
H 1.014573 3.308362 3.771691 0.2 -0.4 0.0 0.28
H 0.234315 1.876002 4.510744 -0.2 0.2 0.4 0.20
H -1.558062 3.585024 4.756788 0.1 0.0 0.0 0.34
H -2.319690 1.643819 2.268136 0.0 0.0 0.3 0.37
C -1.500158 3.143032 -2.240748 0.1 -0.2 0.3 0.00
C -1.310569 4.193518 -3.296070 -0.4 0.2 -0.8 -0.75
O -0.026815 4.157257 -3.889187 0.1 0.2 0.2 -0.56
O -1.415895 1.863897 -2.823667 -0.2 -0.1 -0.4 -0.66
H -2.462612 3.309202 -1.744512 -0.1 0.0 0.0 0.03
H -0.704481 3.267210 -1.498550 -0.1 0.1 0.2 0.31
H -1.576272 5.183079 -2.897327 0.5 0.0 0.4 0.27
H -2.037728 4.083859 -4.110641 0.0 -0.4 0.1 0.36
H 0.563749 3.687785 -3.279593 0.0 0.0 0.0 0.46
H -1.334003 1.157318 -2.161452 0.1 0.5 -0.1 -0.13
C 1.350704 -2.316844 3.480159 0.0 -0.7 0.5 -0.52
C 0.393095 -1.213722 3.009052 0.2 -1.1 0.1 0.26
O 1.102452 -0.361163 2.151153 0.0 0.6 0.0 -0.53
O 1.011854 -2.783761 4.804068 -0.7 0.1 -0.3 -0.57
H 2.404896 -2.055342 3.574209 -0.1 0.7 -0.7 0.27
H 1.260271 -3.111360 2.730536 0.2 -0.2 0.2 0.24
H -0.098804 -0.778241 3.884089 0.5 0.8 0.0 0.35
H -0.438411 -1.704829 2.492916 0.0 0.0 -0.2 -0.05
H 0.790405 -0.428645 1.222953 -0.1 -0.1 0.7 -0.16
H 1.284140 -3.698952 4.893250 0.0 0.0 -0.1 0.30
C 3.977019 -3.576174 -0.906419 0.3 -0.8 1.4 -0.30
C 4.448928 -2.554730 0.131451 -0.6 -0.2 -0.5 -0.53
O 5.266746 -1.571751 -0.473024 0.4 0.1 0.1 -0.59
O 2.962289 -3.076405 -1.730433 0.0 -0.2 -0.5 -0.50
H 3.598571 -4.482915 -0.412352 -0.5 0.4 0.3 0.35
H 4.856372 -4.041080 -1.374429 0.1 0.8 -0.8 0.21
H 4.984260 -3.044037 0.945901 0.3 0.0 -0.1 0.37
H 3.570317 -2.070801 0.562692 -0.2 -0.1 0.2 0.22
H 4.699473 -0.871346 -0.820038 -0.1 0.0 -0.1 0.41
H 3.018714 -2.116273 -1.792001 0.3 0.0 -0.1 0.49
C 3.545209 1.329404 -2.603072 -1.3 0.7 -0.7 -0.55
C 2.928960 2.472468 -1.796318 1.3 -1.0 1.3 -0.59
O 1.541241 2.604386 -1.858201 -0.5 0.3 -0.6 -0.54
O 3.256208 0.065093 -2.031084 0.2 -0.2 0.1 -0.57
H 4.610433 1.509582 -2.733077 0.2 -0.4 0.4 0.46
H 3.109455 1.358696 -3.607484 0.1 0.0 -0.1 0.25
H 3.476431 3.385490 -2.041952 -0.7 0.3 -0.4 0.47
H 3.239097 2.275366 -0.757428 -0.1 0.0 0.0 0.21
H 1.038367 1.901502 -1.386511 0.8 0.2 -0.2 -0.13
H 2.301477 -0.090658 -2.134727 0.1 0.1 0.2 0.04
C -3.652329 0.834628 -0.000016 0.2 0.5 -0.7 0.06
C -4.978981 0.365695 0.588939 0.3 0.4 0.3 -0.63
O -6.084364 0.569595 -0.282964 0.2 0.1 -0.1 -0.54
O -2.612943 0.478589 0.902544 0.1 -0.4 -0.1 -0.58
H -3.581945 1.916901 -0.165208 -0.6 0.1 0.3 0.07
H -3.491334 0.447004 -1.011761 0.0 -0.6 0.2 0.36
H -5.151685 0.946874 1.500670 0.0 -0.2 0.1 0.19
H -4.883505 -0.685929 0.864906 0.1 0.0 0.0 0.37
H -6.535981 -0.270059 -0.372595 0.0 0.0 -0.1 0.33
H -1.821365 0.241950 0.377809 -0.3 0.1 0.3 0.46
C -1.197720 -4.197357 -0.799000 -0.9 0.1 1.1 -0.06
C -2.395989 -3.232830 -0.686353 0.8 -0.1 0.4 -0.40
O -2.315671 -2.186128 -1.619540 -0.5 0.1 -0.3 -0.63
O -1.467790 -5.299859 -1.644592 0.2 -0.2 -0.2 -0.59
H -1.063225 -4.630677 0.197482 0.1 -0.2 -0.1 0.26
H -0.275160 -3.657385 -1.020083 0.0 0.0 -0.4 0.08
H -2.484685 -2.851194 0.340847 0.3 0.1 0.0 0.16
H -3.312130 -3.813224 -0.822927 0.0 0.1 -0.4 0.42
H -1.652958 -1.534199 -1.332212 -0.1 -0.4 -0.1 0.39
H -1.706955 -5.001870 -2.527116 0.1 0.3 0.0 0.31
```
Forces are in eV/Å.

Its HOMO energy is -0.2743 Eh. For the relative energy (zero: lowest compared OMol25 entry of this formula, charge and spin), the calculation gives 5.3 kcal/mol. Its net charge is -1. Its spin multiplicity is 1. The value obtained for the total energy is -44603.1950 eV. The calculation puts the gap between HOMO and LUMO at 10.003 eV.

---

[2]
# Cl2HNS

One molecule with the formula Cl2HNS (ωB97M-V with the def2-TZVPD basis set, the Open Molecules 2025 dataset).

Geometry as XYZ:
```
5
Properties=species:S:1:pos:R:3:forces:R:3:mulliken_charge:R:1
N 0.164986 0.265641 -0.280242 -0.4 0.4 -1.0 -0.11
S 0.019782 -0.984846 0.848243 -0.9 -0.6 -0.2 -0.03
Cl 1.662685 1.066265 -0.117975 0.1 0.4 0.1 -0.01
Cl -1.183374 1.438040 -0.404618 0.7 -0.5 0.4 -0.02
H -0.664079 -1.785100 -0.045408 0.5 0.4 0.7 0.17
```
Forces are in eV/Å.

Its HOMO energy is -0.3443 Eh. For the relative energy (zero: lowest compared OMol25 entry of this formula, charge and spin), the calculation gives 38.0 kcal/mol. Its spin multiplicity is 1. The value obtained for the total energy is -37383.5092 eV. The calculation puts the gap between HOMO and LUMO at 8.805 eV.

---

[3]
# C33H105N19O29

A 19-piece molecular cluster, C33H105N19O29 overall (ωB97M-V with the def2-TZVPD basis set, the Open Molecules 2025 dataset).

Geometry as XYZ:
```
186
Properties=species:S:1:pos:R:3:forces:R:3:mulliken_charge:R:1
C -1.407173 3.036205 -2.112485 0.6 -1.2 0.2 -0.89
O -2.333764 4.038021 -2.145247 -0.9 2.3 -1.6 -0.28
C -2.193608 4.903905 -3.331944 1.4 0.3 1.7 -0.86
C -1.450021 6.205286 -2.821668 -0.7 0.1 0.6 -0.07
N -1.689777 7.405213 -3.614841 -0.2 -0.5 -0.4 -0.25
C -0.775776 8.527256 -3.444182 0.4 -1.5 -2.0 -0.62
C 0.440026 8.271991 -4.384649 0.4 1.4 0.9 -0.31
O 1.506188 9.053885 -3.797788 -1.5 -0.1 -1.1 -0.32
C 2.681585 8.871246 -4.512447 1.1 0.5 1.2 -0.77
H -0.362280 3.334714 -2.166583 0.2 0.4 -0.1 0.27
H -1.590356 2.336467 -2.910358 0.1 -0.6 -0.5 0.80
H -1.553721 2.527190 -1.178485 0.1 -0.4 0.5 -0.07
H -3.183417 5.151810 -3.670060 -0.5 0.1 -0.2 0.43
H -1.623543 4.374972 -4.132755 -0.5 0.4 0.5 0.27
H -0.377952 6.048694 -2.760907 0.2 -0.2 -0.2 0.15
H -1.749453 6.372201 -1.751312 0.0 -0.3 -0.8 0.01
H -2.645651 7.693395 -3.557998 -0.4 0.1 0.1 0.28
H -0.382827 8.640256 -2.460908 0.3 0.0 1.0 0.27
H -1.283695 9.435348 -3.721059 -0.1 0.4 -0.1 0.41
H 0.325755 8.586338 -5.449454 -0.4 -0.2 0.7 0.32
H 0.749229 7.222434 -4.380777 -0.2 -0.1 0.1 0.25
H 2.741794 9.123884 -5.567460 -0.8 -0.2 -0.4 0.29
H 3.002206 7.859860 -4.298141 0.6 -0.4 -0.5 0.32
H 3.357318 9.585370 -4.055995 0.6 -0.1 0.2 0.27
C 1.330961 -1.435310 0.375000 1.6 -1.2 1.3 0.17
C 0.021935 -0.873770 0.847238 0.4 -0.5 -1.0 2.04
O -0.244685 0.303486 0.118284 -0.5 0.9 0.3 0.01
O 1.294284 -2.215370 -0.822540 -0.3 0.6 0.1 1.13
H 1.617813 -2.133959 1.179203 0.2 0.0 -0.4 -0.69
H 2.183987 -0.711250 0.297630 -0.9 -0.3 0.3 0.23
H -0.026962 -0.787462 1.921893 0.3 0.6 0.3 -0.38
H -0.731527 -1.603703 0.613279 -0.5 -0.4 -0.3 -0.74
H -0.343503 1.030472 0.748317 -0.1 0.4 -0.2 -0.98
H 1.091176 -1.608303 -1.552468 -0.1 0.0 -0.1 -0.55
C -1.308175 4.449250 4.369050 1.2 -0.4 -0.7 0.83
C -1.221928 5.929167 4.519775 -1.2 0.7 -0.7 -0.44
O -2.549103 6.298255 4.961103 -0.4 0.9 -0.4 -0.73
O -1.995828 3.922023 5.462627 -0.6 -0.4 0.8 -0.61
H -0.305874 4.000295 4.386591 -0.2 0.0 -0.2 0.17
H -1.798402 4.215575 3.409299 -0.1 -0.1 0.3 -0.57
H -0.914385 6.411036 3.543286 -0.3 -0.3 1.1 0.18
H -0.617563 6.243617 5.358733 0.5 0.0 -0.1 0.41
H -3.227262 6.127611 4.276833 0.6 0.1 -0.1 0.40
H -2.692059 4.557655 5.726069 0.5 -0.1 -0.2 0.42
C 5.188005 -1.134823 -3.929712 0.5 0.0 -0.8 -0.87
C 4.377134 -1.497253 -2.711222 -0.3 1.3 -1.0 0.55
O 4.952700 -2.601173 -2.138775 -0.1 -1.5 1.1 -0.57
O 5.003982 -2.053149 -5.012977 -0.4 0.1 0.5 -0.55
H 6.248969 -1.254269 -3.714723 0.0 0.5 0.3 0.38
H 4.946037 -0.128610 -4.277720 0.2 0.2 0.1 0.30
H 3.320348 -1.616287 -3.059027 0.4 -0.2 0.6 -0.25
H 4.442024 -0.697415 -1.963966 -0.2 0.0 -0.2 0.24
H 4.891669 -3.344789 -2.738204 -0.1 -0.5 -0.5 0.28
H 4.065033 -1.991032 -5.210577 -0.4 -0.4 -0.4 0.30
C -2.468039 -2.427145 -1.829520 1.6 -0.3 0.2 -0.20
C -1.272572 -3.422114 -2.048661 -0.8 1.4 1.0 1.07
O -1.666616 -4.625023 -2.659665 0.0 -0.5 -0.7 -0.72
O -3.388385 -2.876927 -0.861113 0.0 0.0 -0.3 -0.63
H -3.017626 -2.187499 -2.744739 0.2 -0.2 0.0 0.52
H -1.926386 -1.518750 -1.480978 -0.5 -0.1 -0.2 -0.30
H -0.868841 -3.652263 -1.041989 0.0 0.3 -0.4 -0.17
H -0.495748 -2.881759 -2.618826 -0.3 -0.3 0.0 -0.26
H -0.878906 -4.944675 -3.120391 -0.2 -0.2 0.1 0.37
H -3.054495 -2.586299 -0.003500 -0.2 0.0 0.5 0.26
C -3.503108 5.604870 0.815041 1.4 -1.0 -0.9 -0.48
C -4.759324 5.503067 1.568692 -0.7 0.4 0.3 -0.72
O -4.465569 5.228416 2.929791 0.0 -0.1 0.4 -0.48
O -2.754270 4.355424 0.858518 -0.2 2.2 0.1 0.77
H -2.851361 6.380776 1.168402 0.4 0.4 0.5 0.43
H -3.755236 5.884040 -0.218932 0.1 -0.2 0.0 0.18
H -5.360880 4.769682 1.050527 -0.4 -0.8 0.4 0.31
H -5.306167 6.435932 1.457359 -0.1 0.4 0.2 0.41
H -5.224237 4.923766 3.442217 -0.1 0.1 -0.5 0.26
H -3.293616 3.737039 0.369308 -0.1 -0.9 -0.2 -0.14
C 5.051595 0.798454 2.300359 0.0 0.7 0.1 -0.71
C 4.851600 -0.639575 2.610714 0.6 -0.9 0.6 0.46
O 4.701211 -0.849100 4.016298 -0.3 -0.3 0.0 -0.64
O 3.870939 1.547272 2.410925 -1.3 0.6 0.0 -0.52
H 5.412628 1.002451 1.303160 0.2 -0.4 -0.6 0.39
H 5.821006 1.221153 2.946611 0.1 -0.1 0.4 0.27
H 5.726063 -1.218872 2.281400 -0.1 0.1 0.2 0.35
H 4.007549 -1.058411 2.083516 -0.5 0.0 -0.4 -0.49
H 3.758682 -0.780725 4.285978 0.8 0.3 -0.4 0.57
H 3.214785 1.134501 3.009093 0.6 -0.1 0.0 0.36
C -4.463026 -8.046746 0.063788 1.6 -0.3 1.3 -0.28
C -4.011902 -7.036827 -0.984751 -1.5 0.8 0.9 -0.56
O -3.139922 -6.083392 -0.395057 -0.6 -0.8 1.1 -0.22
O -5.415583 -8.997137 -0.408552 0.5 0.7 -0.2 -0.52
H -4.823606 -7.534970 0.993596 0.1 -0.2 -0.8 0.23
H -3.516965 -8.571953 0.372617 -1.0 0.1 -0.2 0.17
H -4.946230 -6.554176 -1.359136 0.6 0.1 -0.1 0.30
H -3.518589 -7.530641 -1.780374 0.4 -0.6 -1.0 0.43
H -2.688926 -5.624226 -1.086806 0.5 0.8 -1.0 0.09
H -5.879592 -8.537358 -1.114868 -0.3 -0.2 -0.1 0.33
C -3.065619 0.730012 4.942032 1.3 2.1 0.1 0.10
C -3.552044 1.666142 3.799500 1.0 -1.2 0.8 -0.43
O -2.497978 1.767005 2.780936 -1.8 -0.2 0.9 1.66
O -2.051794 1.353218 5.812965 -0.5 -1.8 -0.8 -0.69
H -2.625623 -0.171864 4.522831 -0.1 0.0 -0.1 -0.37
H -3.877347 0.481057 5.586138 -0.9 -0.4 0.3 0.48
H -3.869519 2.607356 4.269116 0.5 0.2 -0.5 0.06
H -4.481176 1.193707 3.467710 0.2 0.0 -0.7 0.50
H -2.951398 1.578755 1.928429 0.4 0.7 0.2 -1.02
H -2.003754 2.315844 5.708456 -0.3 0.4 -0.2 0.51
C 0.952537 3.922932 1.347383 0.5 -0.7 0.1 -0.58
C 0.911539 4.855538 0.147641 -1.2 -1.8 0.0 -0.28
O -0.257411 5.600742 0.264786 -0.4 1.4 -0.4 -0.55
O -0.131340 2.976715 1.394578 1.0 -0.3 -1.0 1.85
H 0.973712 4.456966 2.291080 0.1 0.3 0.1 0.29
H 1.812510 3.276188 1.275712 0.7 0.0 0.2 0.25
H 0.911140 4.184610 -0.741957 -0.1 0.4 0.2 -0.22
H 1.744261 5.524219 0.023354 0.5 0.3 0.4 0.60
H -1.057134 5.091407 0.077904 0.0 -0.5 0.1 -0.16
H -0.865212 3.301441 1.892512 -1.1 0.5 0.4 -1.07
C 0.894124 -2.693293 -5.950454 0.0 -0.6 0.6 0.49
O 1.990816 -2.829049 -5.378923 -0.3 0.3 -0.5 -0.57
N 0.455887 -3.665631 -6.853233 0.9 -1.0 0.7 -0.59
N 0.059028 -1.663952 -5.669449 1.1 0.1 0.6 -0.26
H 1.020832 -4.537581 -6.705296 -0.7 1.3 -0.4 0.26
H -0.535135 -3.887662 -6.903159 0.3 0.4 0.1 0.25
H 0.376540 -0.986417 -4.932608 -0.5 -0.7 -0.8 0.11
H -0.604040 -1.430792 -6.370896 -0.6 0.4 -0.1 0.20
C 2.857895 -5.141020 -2.778338 0.7 -0.1 0.0 0.18
O 3.027133 -5.836228 -1.767766 -0.3 0.7 -1.5 -0.62
N 3.749935 -5.174210 -3.883346 -1.6 0.7 1.5 -0.30
N 1.823977 -4.222260 -2.916989 0.8 -0.4 -0.5 0.41
H 4.331169 -5.993768 -3.922851 0.1 0.2 -0.4 0.24
H 3.558710 -4.518954 -4.649226 0.4 -0.9 0.2 0.19
H 1.495694 -3.846854 -2.041746 -0.1 0.1 0.3 -0.20
H 1.931824 -3.540665 -3.684989 -0.2 -0.5 0.6 -0.03
C -4.649087 1.180001 -0.010453 0.3 1.0 -1.2 0.16
O -3.922329 2.098825 0.427652 -1.0 -1.4 -0.3 -0.57
N -5.460141 1.443310 -1.166695 0.4 -1.3 1.2 -0.51
N -4.661531 -0.070109 0.526383 -0.4 1.1 -0.4 -0.10
H -5.349726 2.335601 -1.647991 0.2 -0.6 0.5 0.22
H -5.951176 0.688571 -1.676082 0.7 0.9 0.7 0.20
H -4.108782 -0.379478 1.336827 -0.2 0.3 -0.7 0.06
H -5.357298 -0.673725 0.148906 0.0 -0.8 0.1 0.16
C 1.029243 0.399738 4.585212 -0.1 0.2 -0.3 -0.02
O 2.176438 0.085778 4.264648 0.1 0.0 -0.1 -0.54
N 0.451699 -0.169763 5.734351 0.9 0.6 -2.0 -0.14
N 0.324929 1.327539 3.776097 0.2 -1.5 1.8 0.57
H -0.475340 0.116336 5.916637 -1.1 0.5 0.7 0.16
H 0.973214 -0.754103 6.400062 -0.2 0.7 -1.0 0.23
H -0.669933 1.378791 3.930110 -0.1 0.2 -0.1 -0.41
H 0.638316 1.658827 2.851612 0.1 -0.6 1.0 -0.43
C 0.418861 -7.446114 1.225199 0.1 2.7 -1.4 0.55
O 1.251116 -7.481506 2.092700 1.1 -1.2 0.9 -0.71
N -0.925221 -7.331991 1.551555 -0.3 -0.7 0.3 -0.21
N 0.777718 -7.223509 -0.122187 -1.6 -0.8 1.4 -0.26
H -1.123577 -7.415636 2.556942 0.4 0.2 -0.9 0.26
H -1.525270 -6.697486 1.044337 0.0 -0.3 -0.3 0.02
H 1.726385 -6.939746 -0.371508 -0.6 -0.1 0.0 0.22
H -0.004473 -7.219633 -0.769943 0.8 0.2 -0.1 0.15
C 1.963769 -4.439640 3.559051 -1.1 -0.2 -1.3 0.49
O 0.730229 -4.653351 3.661007 1.1 0.0 0.1 -0.81
N 2.871282 -5.389859 3.058374 -1.1 2.0 1.3 -0.27
N 2.395914 -3.114548 3.794674 0.1 -2.0 -0.3 -0.03
H 2.696339 -6.357944 2.804982 -1.0 0.4 0.4 0.28
H 3.818956 -5.084498 2.974742 0.7 0.3 0.0 0.22
H 3.366024 -2.915450 3.631768 0.3 0.4 0.0 0.24
H 1.713416 -2.354012 3.795064 0.5 -0.7 0.0 -0.14
C 5.081221 -3.839098 1.180640 0.5 -0.7 -1.0 0.38
O 5.266349 -4.108302 2.376383 -0.1 0.8 -1.2 -0.75
N 6.152974 -3.623891 0.248829 -2.8 -0.4 0.8 -0.38
N 3.788034 -3.859870 0.602353 3.7 1.1 -0.7 0.33
H 5.779194 -3.450639 -0.687450 0.9 0.4 0.6 0.34
H 7.093853 -3.355748 0.513293 -0.7 -0.2 0.2 0.26
H 3.058963 -4.110439 1.191745 -1.4 -0.7 0.9 -0.07
H 3.634119 -3.709013 -0.393299 0.1 -0.1 0.7 -0.15
C 1.660600 0.518443 -2.842377 -0.1 -0.3 -0.3 0.14
O 0.777329 -0.303523 -3.153618 0.6 0.5 -0.1 -0.41
N 2.464533 1.122012 -3.846256 -0.8 -0.3 2.1 -0.39
N 1.899372 0.828794 -1.527532 0.1 0.5 -1.4 0.57
H 2.457330 0.660284 -4.741169 0.1 0.0 0.1 0.27
H 3.329639 1.529429 -3.506930 -0.2 -0.1 -0.5 0.23
H 1.150894 0.627511 -0.810261 0.5 0.5 -0.9 -0.34
H 2.564097 1.580450 -1.388588 -0.3 -0.2 0.4 0.27
C -1.944156 -2.775958 2.405382 -0.4 0.4 -1.2 -0.15
O -2.919810 -2.118866 1.897223 2.1 -1.2 1.6 -0.79
N -1.525930 -3.972377 1.796067 -1.1 1.5 1.1 0.17
N -1.123301 -2.302037 3.423899 -1.5 0.4 -0.2 -0.11
H -0.888861 -4.512021 2.381779 0.0 -0.3 -0.3 0.34
H -2.332005 -4.429140 1.350143 0.8 0.0 0.1 0.11
H -0.421419 -2.880742 3.854349 0.1 -0.9 -0.2 0.16
H -1.495882 -1.606813 4.074607 0.1 -0.3 -0.8 -0.24
```
Forces are in eV/Å.

Its HOMO energy is -0.3289 Eh. Its spin multiplicity is 1. The value obtained for the total energy is -123619.1792 eV. The calculation puts the gap between HOMO and LUMO at 8.935 eV.

---

The records above give, respectively, max |F| values of 2.09 1.16 3.91 eV/A.